ORCA calculation (ωB97M-V/def2-TZVPD) on a molecular structure, C2LiO2Rb in a non-equilibrium geometry.

- HOMO energy (alpha / beta): -8.455 / -10.540 eV
- Gap between HOMO and LUMO (alpha / beta): 4.17 / 6.24 eV
- Total charge: +1
- Energy: -7019.7279 eV
- Energy relative to the best compared isomer or geometry (same formula, charge and spin): 179.6 kJ/mol
- E_LUMO (alpha / beta): -4.3 / -4.3 eV
- Spin multiplicity: 2

Each line ends with the Mulliken charge.
Positions of all 6 atoms, in Å:
O -1.129 0.925 -0.121  -0.5078
C 0.034 1.371 0.012  -0.1629
C 1.879 0.936 0.094  0.0574
O 2.997 1.239 0.139  -0.2531
Rb -1.037 -2.138 -0.339  0.9801
Li -2.511 2.655 0.380  0.8864